No. 1
Molecular formula: C32H22F3HfN4O7SSb
Method: DFT, ωB97M-V/def2-TZVPD

Each line ends with the Mulliken charge.
Cartesian coordinates (Å):
Hf1 -0.52557 -1.76846 -1.31212  1.02
N1 1.84011 -5.41307 0.06585  -0.40
C1 0.85406 -4.52692 -0.12972  0.77
S1 0.32272 -4.25445 -1.75483  -0.54
N2 0.32569 -3.98821 0.95519  -1.64
N3 -0.63422 -3.08195 0.64107  0.85
C2 -1.53028 -2.84517 1.52503  -0.75
C3 -2.56004 -1.86659 1.21539  1.11
C4 -3.58997 -1.57233 2.09377  -0.96
C5 -4.54227 -0.63908 1.71723  -0.36
C6 -4.43807 -0.03608 0.47633  -0.87
C7 -3.37317 -0.37449 -0.34141  -0.26
N4 -2.44943 -1.26489 0.01759  0.21
H1 2.30541 -5.82444 -0.72149  0.22
H2 2.16463 -5.59348 1.00023  0.23
H3 -1.53035 -3.39255 2.46199  0.39
H4 -3.63747 -2.07164 3.05164  0.49
H5 -5.35547 -0.38828 2.38509  0.46
H6 -5.15988 0.69324 0.13837  0.48
H7 -3.23932 0.08934 -1.30847  0.50
O1 -3.16470 0.41787 -6.44819  -0.53
C8 -2.78741 0.02923 -5.38345  0.31
C9 -2.91225 -1.40783 -4.83601  0.08
O2 -3.51344 -2.31544 -5.34733  -0.59
C10 -2.17769 -1.37454 -3.56388  1.07
C11 -1.69551 -0.11793 -3.28722  0.47
O3 -1.04549 0.08673 -2.15727  0.57
C12 -2.07126 0.86192 -4.30528  -0.27
O4 -1.91268 2.05791 -4.30008  -0.60
O5 -1.96209 -2.34428 -2.69580  -1.03
C13 -2.41358 3.72660 3.48722  -0.54
C14 -1.25725 3.19826 4.04502  -0.62
C15 -0.46423 2.32548 3.31167  -0.68
C16 -0.82293 1.97451 2.01332  0.88
C17 -1.99292 2.49728 1.46530  -0.37
C18 -2.78181 3.37541 2.19592  -0.90
Sb1 0.33573 0.62451 0.84856  0.74
C19 1.25011 1.92582 -0.56190  1.05
C20 2.61903 1.84120 -0.80261  -0.56
C21 3.19505 2.58908 -1.82215  -0.66
C22 2.40711 3.41686 -2.60784  -0.65
C23 1.04032 3.49669 -2.37843  -0.66
C24 0.46443 2.75267 -1.36005  -0.49
C25 2.00116 0.26709 2.10839  0.42
C26 2.87444 1.28945 2.47484  -0.24
C27 3.95915 1.02062 3.29733  -0.78
C28 4.17846 -0.27158 3.75693  -0.52
C29 3.31728 -1.29502 3.38963  -0.58
C30 2.23152 -1.02786 2.56532  -0.67
H8 -3.02633 4.41255 4.05766  0.39
H9 -0.96841 3.46880 5.05270  0.42
H10 0.43822 1.92125 3.75670  0.39
H11 -2.29726 2.22505 0.46022  0.34
H12 -3.68175 3.78642 1.75577  0.43
H13 3.24214 1.18841 -0.20396  0.38
H14 4.25958 2.51419 -2.00549  0.42
H15 2.85561 3.99147 -3.40799  0.38
H16 0.41506 4.11681 -3.00701  0.45
H17 -0.60731 2.80492 -1.21829  0.11
H18 2.71502 2.29754 2.11064  0.56
H19 4.63561 1.81881 3.57515  0.41
H20 5.02755 -0.48081 4.39486  0.38
H21 3.49234 -2.30484 3.73820  0.43
H22 1.58378 -1.84479 2.26089  0.20
F1 3.60602 -1.70497 -3.85826  -0.25
C31 3.43349 -1.67700 -2.54454  0.52
F2 3.90129 -2.82056 -2.02693  -0.25
F3 4.15202 -0.66984 -2.03905  -0.20
C32 1.94851 -1.53201 -2.16695  0.78
O6 1.06308 -1.49485 -3.03375  -0.59
O7 1.66606 -1.51778 -0.92929  -0.28

Its energy relative to the best compared isomer or geometry (same formula, charge and spin) is 0.000 eV.

---

No. 2
Molecular formula: C19H29Br2F4N2O9PS
Method: DFT, ωB97M-V/def2-TZVPD

Each line ends with the Mulliken charge.
Cartesian coordinates (Å):
C1 -5.55859 -3.36290 1.62026  -0.32
C2 -4.79195 -2.29462 1.54627  -0.70
C3 -3.76693 -1.07119 1.48108  0.15
C4 -2.24570 -1.52054 1.01921  0.27
C5 -2.21017 -2.76227 0.01671  -1.60
O1 -2.17279 -4.09252 0.58088  -0.21
C6 -2.06872 -5.12621 -0.39153  0.85
F1 -2.21182 -4.71545 -1.75207  -0.22
F2 -0.83858 -5.85043 -0.13282  -0.24
F3 -3.14387 -6.07947 -0.14158  -0.25
C7 -1.73952 -0.22564 0.12584  -1.40
S1 -2.45958 -0.13094 -1.57083  1.45
O2 -1.77500 -1.02654 -2.60759  -0.54
O3 -2.42523 1.27622 -2.17778  -0.58
F4 -4.10469 -0.59437 -1.65695  -0.32
C8 -0.10374 -0.00870 0.17782  0.25
O4 0.54728 -0.84924 -0.79531  -0.26
C9 1.97549 -0.70542 -0.87201  -0.27
C10 2.41594 -0.92668 -2.43497  0.26
C11 3.20526 -2.31672 -2.68509  -1.12
O5 3.25962 0.17672 -2.93395  -0.54
P1 0.07843 1.89591 -0.18094  0.00
C12 0.65629 2.19300 -1.96906  -0.73
C13 1.44287 2.65397 0.94552  -0.04
C14 0.66638 3.38976 2.15863  -0.75
C15 0.48136 -0.19289 1.68743  -0.78
C16 0.03331 -1.71619 2.11665  -0.52
O6 0.74730 -1.99394 3.34745  -0.08
N1 1.86311 -2.74699 3.11241  0.08
O7 2.80389 -2.27351 3.69511  -0.35
N2 -1.47535 -1.61289 2.29700  0.73
C17 -1.96908 -2.58864 3.33160  0.39
O8 -2.80605 -2.24063 4.26959  -0.63
O9 -1.50384 -3.92701 3.45481  -0.62
H1 -5.96257 -4.44939 1.58871  0.36
H2 -3.75516 -0.59590 2.55036  0.37
H3 -4.17880 -0.20809 0.81065  0.57
H4 -3.18704 -2.70982 -0.62589  0.55
H5 -1.28634 -2.65646 -0.68173  0.47
H6 -2.15708 0.69526 0.71475  0.67
H7 2.57147 -1.51371 -0.27249  0.33
H8 2.41389 0.30756 -0.55823  0.00
H9 1.47334 -0.93529 -3.10717  0.33
H10 2.61413 -2.91013 -3.49105  0.26
H11 4.23950 -2.06453 -3.15817  0.32
H12 3.39755 -2.94054 -1.73691  0.30
H13 3.12054 0.14461 -3.91412  0.37
H14 0.45321 3.31796 -2.20121  0.33
H15 0.13964 1.54012 -2.75923  0.31
H16 1.81849 2.09080 -1.97104  0.25
H17 1.94617 3.48736 0.28703  -0.21
H18 2.25204 1.90378 1.26535  0.49
H19 0.27106 4.42008 1.77939  0.20
H20 -0.28625 2.77139 2.40176  0.21
H21 1.29070 3.55708 3.10818  0.30
H22 0.08058 0.60797 2.43015  0.00
H23 1.62445 -0.14683 1.76715  0.50
H24 0.30611 -2.46714 1.26633  0.64
H25 -1.60259 -0.67275 2.75701  0.69
Br1 3.13293 5.30457 -3.54720  -0.13
C18 2.90850 6.74021 -2.24749  -0.61
C19 2.66994 6.19065 -0.86270  -0.60
Br2 0.84114 5.54377 -0.66530  -0.14
H26 2.09597 7.37264 -2.60775  0.37
H27 3.84360 7.30297 -2.28184  0.36
H28 2.77477 6.97764 -0.11276  0.41
H29 3.33078 5.36114 -0.60636  0.38

For the total energy, the calculation gives -212643.73402 eV. Its SMILES is C#CC[C@@]1(COC(F)(F)F)[C@H](S(=O)(=O)F)[C@@](OC[C@H](C)O)(P(C)CC)C[C@@H](ON=O)[N@@H+]1C(=O)[O-].BrCCBr.

---

No. 3
Molecular formula: C35H16F4N7PdS2
Method: DFT, ωB97M-V/def2-TZVPD

Each line ends with the Löwdin spin population.
Cartesian coordinates (Å):
Pd1 0.31048 0.56515 -0.12744  0.64
S1 3.08687 2.06477 2.99130  0.00
C1 1.91314 1.03547 3.77672  0.00
C2 1.69241 0.79836 5.12529  0.00
C3 0.68607 -0.08213 5.47405  0.00
C4 -0.10000 -0.72252 4.51179  0.00
C5 0.10297 -0.48253 3.17073  0.00
C6 1.11899 0.40030 2.80511  0.00
N1 1.44821 0.74058 1.52880  0.02
C7 2.43264 1.60914 1.45929  0.01
C8 2.74728 2.10268 0.14045  0.02
C9 3.81040 2.93090 -0.21798  0.00
C10 3.94280 3.32298 -1.53712  0.00
C11 3.03894 2.90328 -2.50010  0.01
C12 1.97389 2.06917 -2.15692  0.02
C13 1.84196 1.68611 -0.84624  0.11
H1 2.29553 1.28382 5.87426  0.00
H2 0.50878 -0.28580 6.51779  0.00
H3 -0.86021 -1.42204 4.82421  0.00
H4 -0.48503 -0.96618 2.39348  0.00
H5 4.51338 3.25528 0.53488  0.00
H6 4.76160 3.96554 -1.81962  0.00
H7 3.15441 3.22704 -3.52205  0.00
H8 1.26609 1.74526 -2.91187  0.00
S2 1.61422 -5.76444 -2.73097  0.00
C14 1.20614 -4.13403 -2.10263  0.00
C15 2.18708 -3.15597 -2.00207  0.00
C16 1.85818 -1.94416 -1.41989  0.01
N2 0.64194 -1.68690 -0.94134  0.14
C17 -0.30440 -2.61230 -1.05877  0.01
C18 -0.06691 -3.85421 -1.62929  0.01
C19 1.31871 -5.47023 -4.48690  0.00
C20 0.03823 -5.59122 -4.99986  0.00
C21 -0.12691 -5.39974 -6.36653  0.00
N3 0.87995 -5.11653 -7.16371  0.00
C22 2.09817 -5.01299 -6.67998  0.00
C23 2.38010 -5.18584 -5.32962  0.00
H9 3.19010 -3.34436 -2.34772  0.00
H10 2.59437 -1.15268 -1.31678  0.00
H11 -1.28980 -2.37244 -0.67576  0.00
H12 -0.85512 -4.58759 -1.67992  0.00
H13 -0.79975 -5.84255 -4.37026  0.00
H14 -1.09880 -5.48373 -6.83217  0.00
H15 2.87914 -4.78776 -7.39273  0.00
H16 3.39014 -5.11486 -4.96016  0.00
F1 -0.88831 2.62639 0.87770  0.02
C24 -2.13086 2.70687 1.46003  -0.02
C25 -2.44316 3.81936 2.20265  0.08
F2 -1.53722 4.79383 2.29905  0.02
C26 -3.69339 3.94162 2.86748  0.00
C27 -4.54006 2.80232 2.77566  0.08
C28 -4.19815 1.68045 2.05009  -0.03
F3 -5.04504 0.65101 1.99854  -0.01
C29 -2.99548 1.60388 1.32044  0.09
C30 -2.66000 0.48724 0.47368  -0.01
C31 -1.84651 0.63557 -0.62770  0.04
N4 -1.14708 0.72022 -1.57224  0.05
C32 -3.18875 -0.81112 0.61665  0.00
N5 -3.48758 -1.91812 0.68194  -0.01
F4 -5.71712 2.82025 3.39362  0.02
C33 -4.06062 5.10968 3.56729  0.28
C34 -3.25108 6.25375 3.65626  0.03
N6 -2.63835 7.21723 3.78150  0.16
C35 -5.26105 5.26171 4.27836  0.03
N7 -6.20660 5.46782 4.89726  0.17

The spin multiplicity is 3. As for the charge: +1. Its energy relative to the best compared isomer or geometry (same formula, charge and spin) is 1.499 eV.

---

No. 4
Molecular formula: C3H9N2
Method: DFT, ωB97M-V/def2-TZVPD

Each line ends with the Mulliken charge.
Cartesian coordinates (Å):
C1 0.70895 0.86307 -1.99102  -1.07
C2 0.21034 0.97636 -0.39858  -0.45
N1 -0.29400 -0.26473 0.11210  -0.18
C3 -0.16803 -0.67034 1.37498  0.09
N2 -0.82056 -1.66116 1.85249  -0.34
H1 -0.21599 0.57463 -2.54312  0.35
H2 1.52260 0.12526 -2.19779  0.36
H3 0.99443 1.88061 -2.29721  0.34
H4 -0.57575 1.70280 -0.19150  0.34
H5 1.03501 1.34835 0.21755  0.33
H6 -0.13532 -0.99356 -0.57002  0.31
H7 0.13800 0.03770 2.07684  0.32
H8 -1.63813 -2.27453 1.62804  0.30
H9 -0.76154 -1.64445 2.92724  0.32

Its SMILES is CC/[NH+]=C/N. As for the charge: +1. Its energy relative to the best compared isomer or geometry (same formula, charge and spin) is 1.453 eV.

---

What is the formula in the first record?
C32H22F3HfN4O7SSb